Entry 1:
12
Properties=species:S:1:pos:R:3:forces:R:3:mulliken_charge:R:1 method="wB97M-V/def2-TZVPD" mol_weight_g_mol=148.003 e_lumo_ev=0.55 homo_energy_ev=-8.642 smiles="C/C=N/C=C/Br"
C 2.06894 -0.21076 -0.50649 0.38 1.06 0.20 -1.001
C 0.61974 -0.27888 -0.20280 -1.70 -1.85 0.76 0.042
N 0.10370 0.13391 0.87610 1.44 1.24 1.43 -0.537
C -1.26412 0.17478 1.15820 1.29 -0.76 1.08 0.007
C -1.96214 0.40503 0.08154 -0.38 1.40 -2.53 -0.407
Br -3.78997 0.18848 -0.12526 -0.64 0.26 0.05 -0.140
H 2.63102 -1.06472 -0.05066 -0.46 0.60 -0.82 0.257
H 2.53453 0.75037 -0.19072 -0.43 -0.73 0.30 0.258
H 2.05951 -0.12528 -1.58331 0.82 -0.73 -0.51 0.324
H -0.03216 -0.92880 -0.89123 0.83 0.94 0.50 0.436
H -1.59494 0.11513 2.23501 0.33 -0.38 -1.55 0.379
H -1.37410 0.84075 -0.80039 -1.49 -1.05 1.09 0.381

***

Entry 2:
13
Properties=species:S:1:pos:R:3:forces:R:3:mulliken_charge:R:1 method="wB97M-V/def2-TZVPD" mol_weight_g_mol=162.010 total_charge=+1 s_squared=2.01 spin_multiplicity=3 e_lumo_ev="-5.35 / -7.90" homo_energy_ev="-14.487 / -14.876"
C 0.18881 0.56055 1.65643 2.44 -1.04 -1.71 0.667
C 0.17135 -0.92177 -0.37772 0.15 2.06 -1.00 -0.430
C -0.05936 0.42129 -0.99742 -0.62 -1.42 3.66 -0.507
C 0.83837 0.28719 0.39272 -1.14 0.81 -0.11 -0.251
N 0.21658 0.86156 2.98172 0.11 -0.99 -1.57 -0.420
N -0.77950 0.00815 2.30749 -2.37 0.32 1.79 -0.053
Br -0.63222 3.28383 2.86095 -0.31 1.02 0.07 0.085
H -0.67207 -1.42396 0.10473 0.58 0.05 -0.12 0.271
H 0.85711 -1.44134 -1.02277 0.27 -0.81 0.57 0.287
H 0.42794 0.74536 -1.84165 1.61 0.44 -1.58 0.291
H -0.99792 0.90176 -0.88325 -0.74 0.31 0.38 0.275
H 1.88637 0.58616 0.38526 -0.28 -0.37 -0.38 0.441
H -1.76699 0.30980 2.36525 0.30 -0.39 0.00 0.344

***

Entry 3:
14
Properties=species:S:1:pos:R:3:forces:R:3:mulliken_charge:R:1 method="wB97M-V/def2-TZVPD" mol_weight_g_mol=178.009 total_charge=+1 e_lumo_ev=-5.20 homo_energy_ev=-14.351
C 1.58902 -0.68343 -1.01758 -0.73 -0.14 0.82 -0.177
C 1.18330 -1.09408 0.25374 1.02 -1.11 -1.40 -0.075
C 0.99917 1.49121 -0.53979 -0.93 -2.45 0.09 -0.085
C 0.43468 1.04431 0.65197 0.95 2.70 1.90 0.179
N 1.39671 0.60393 -1.39910 2.04 -1.79 -0.66 -0.431
N 0.65563 -0.18004 1.08056 0.14 -0.27 -1.90 0.056
O -1.81205 0.78332 0.17344 -0.95 3.35 -3.74 -0.551
Br -0.16599 2.27769 1.95217 0.51 -0.11 -0.13 -0.023
H 2.15242 -1.41419 -1.63568 -0.83 0.84 0.05 0.355
H 1.31590 -2.14912 0.54887 -0.08 0.91 0.32 0.379
H 1.18497 2.45256 -0.85357 -0.50 2.46 -0.10 0.509
H -2.25632 0.24207 0.74361 -1.94 -2.48 2.48 0.302
H 0.49855 -0.36973 2.02944 -0.60 -0.57 1.56 0.249
H -2.55956 1.37737 -0.19664 1.90 -1.34 0.71 0.314

***

Entry 4:
13
Properties=species:S:1:pos:R:3:forces:R:3:mulliken_charge:R:1 method="wB97M-V/def2-TZVPD" mol_weight_g_mol=180.070 e_lumo_ev="-0.31 / 0.41" homo_energy_ev="-8.511 / -7.000"
C -0.61194 0.80024 1.15994 -0.87 1.41 0.32 -0.335
C -0.84901 1.80171 0.07066 1.15 0.49 -0.53 -0.405
C 1.22724 0.32199 0.07797 0.04 -0.48 0.59 0.260
C -0.01868 -2.23859 -0.71275 1.06 -0.27 -0.76 -0.919
N 0.46616 0.12456 1.11955 1.53 -1.74 1.28 -0.408
S 0.61256 1.40776 -1.03679 -1.04 1.19 -1.74 -0.127
Br 2.85274 -0.51623 -0.15492 0.44 -0.10 -0.06 -0.059
H -1.29814 0.60567 1.95831 -0.45 0.16 0.22 0.451
H -1.85975 1.61081 -0.31227 0.38 0.49 -0.54 0.292
H -0.59542 2.90164 0.20944 -1.07 -1.24 0.61 0.319
H -1.09397 -2.06360 -0.84562 0.59 -0.41 0.68 0.341
H 0.56468 -2.83837 0.02880 -1.33 0.63 -0.49 0.300
H 0.60355 -1.91758 -1.56234 -0.43 -0.12 0.42 0.289

***

Entry 5:
14
Properties=species:S:1:pos:R:3:forces:R:3:mulliken_charge:R:1 method="wB97M-V/def2-TZVPD" mol_weight_g_mol=133.109 s_squared=0.79 spin_multiplicity=2 e_lumo_ev="-1.28 / -1.49" homo_energy_ev="-5.208 / -5.536"
O -0.77339 0.74617 1.75018 -1.02 -0.89 -1.82 -0.644
C -0.99707 1.51442 0.66825 3.97 -0.49 1.50 -0.152
C 0.02252 2.40724 0.31186 -2.99 -0.04 0.11 -0.828
Ca -1.25324 -1.45695 0.01749 0.72 2.39 0.75 0.878
Li 1.75401 -0.55270 1.63275 -0.40 0.69 -0.74 0.692
H 0.84976 2.57937 1.02814 -0.47 -0.25 -0.36 0.353
H -0.09101 3.09456 -0.53116 0.08 -0.26 0.28 0.376
C 1.86225 -1.01630 -0.70612 1.09 0.44 2.40 -0.894
C 1.74873 0.35703 -0.83603 2.49 1.27 -2.53 -0.288
O 0.78724 -1.85099 -1.02691 -2.59 -1.96 0.25 -0.419
H 2.81549 -1.51676 -0.89356 -0.37 0.05 -0.68 0.300
H 1.70002 1.40493 -0.57163 -2.13 -0.76 1.44 0.229
H 2.48366 0.64760 -1.59964 1.34 -0.39 -0.18 0.143
H 0.65470 -1.89996 -1.98311 0.29 0.20 -0.44 0.253

***

Entry 6:
14
Properties=species:S:1:pos:R:3:forces:R:3:mulliken_charge:R:1 method="wB97M-V/def2-TZVPD" mol_weight_g_mol=214.501 total_charge=+2 e_lumo_ev="-12.71 / -12.71" homo_energy_ev="-18.607 / -18.608"
H -0.01532 3.87681 -0.32841 0.27 -0.14 -1.62 0.325
O -0.00454 0.85231 0.82907 0.08 -0.53 -1.04 -0.191
C 0.28687 -0.34570 0.33891 2.08 0.71 1.74 1.014
O -0.38452 -0.88540 -0.54445 0.66 -1.99 0.09 -0.578
Cd -1.75356 -0.02600 -1.60412 -1.51 1.37 -1.24 1.387
O 1.33836 -0.83054 0.87666 -1.37 0.79 0.11 -0.162
C 1.33803 -2.22714 1.24899 0.37 -1.56 -0.11 -0.593
H 0.34886 -2.49774 1.63179 0.26 0.08 -0.03 0.364
H 1.59896 -2.83342 0.37515 -0.01 0.12 0.27 0.320
H 2.09615 -2.31378 2.02917 -0.18 0.02 -0.22 0.262
C -0.33551 1.84178 -0.05683 -0.79 3.55 -2.24 -0.190
C 0.46532 2.89497 -0.31396 1.15 -0.56 1.67 -0.511
H 1.53730 2.84315 -0.10698 -0.25 0.27 0.48 0.307
H -1.26124 2.25834 -0.63605 -0.74 -2.13 2.13 0.245

***

What maximum force values result from the calculations? In sequence: 2.92, 3.98, 5.11, 2.65, 4.27, 4.27 eV/Å.